Entry from OMol25: a structure of composition C20H27As2Cl3KO12S (the ωB97M-V functional and the def2-TZVPD basis).

Computed properties:
Energy: -232152.333 eV
Energy relative to the best compared isomer or geometry (same formula, charge and spin): 0.000 eV
Max |F|: 0.216 eV/A
HOMO energy (alpha / beta): -5.5328 / -4.7184 eV
Charge: -1
Lowest unoccupied orbital energy (alpha / beta): 1.454 / 1.888 eV
Gap between HOMO and LUMO (alpha / beta): 6.9865 / 6.6066 eV

```
66
Properties=species:S:1:pos:R:3:nbo_charge:R:1
K -0.249 1.427 -0.729 0.8978
C -0.329 -1.083 3.122 -0.8360
S 0.273 -1.205 1.440 1.2577
C -0.506 -2.769 1.039 -0.8283
O 1.741 -1.495 1.530 -1.0212
H 0.005 -1.960 3.677 0.2256
H -1.417 -1.029 3.102 0.2658
H 0.097 -0.180 3.554 0.2326
H -1.585 -2.695 1.170 0.2444
H -0.081 -3.520 1.705 0.2285
H -0.268 -2.993 0.001 0.2547
Cl -1.557 3.350 1.592 -0.0392
C -2.104 4.362 0.210 -0.1989
Cl -3.068 3.314 -0.874 -0.0113
Cl -3.141 5.639 0.835 0.0223
C -0.814 4.900 -0.594 0.7415
O -0.717 6.113 -0.674 -0.6655
O -0.113 3.959 -1.011 -0.8019
C 3.180 -0.513 -1.116 -0.7767
C 2.992 0.861 -0.531 0.5084
O 3.797 1.590 -0.079 -0.4717
H 4.236 -0.694 -1.329 0.2192
H 2.569 -0.625 -2.010 0.2370
H 2.809 -1.207 -0.357 0.3011
C -5.808 -3.042 4.073 -0.2558
O -5.652 -2.711 2.690 -0.5187
C -4.449 -2.217 2.352 0.7675
O -3.603 -1.944 3.172 -0.6194
C -4.286 -2.010 0.890 -0.4030
C -4.688 -2.945 0.027 -0.3623
As -4.501 -2.917 -1.976 0.9122
C -3.601 -4.664 -2.062 -0.9440
C -3.147 -1.550 -1.932 -0.5696
C -3.779 -0.401 -1.359 -0.4504
As -3.339 -0.294 0.510 0.8992
C -4.699 0.823 1.377 -0.9463
C -4.988 0.163 -1.925 0.7046
O -5.850 0.797 -1.341 -0.6446
O -5.065 -0.051 -3.270 -0.5215
C -6.258 0.429 -3.875 -0.2522
C -1.749 -1.727 -1.916 0.7082
O -0.904 -0.901 -1.561 -0.7337
O -1.268 -2.956 -2.369 -0.5759
C -1.200 -3.037 -3.782 -0.2455
C -5.333 -4.208 0.502 0.7726
O -4.717 -5.130 0.967 -0.5858
O -6.659 -4.340 0.285 -0.5165
C -7.440 -3.170 0.004 -0.2646
H -6.819 -3.426 4.169 0.1933
H -5.670 -2.158 4.693 0.1938
H -5.083 -3.801 4.360 0.1971
H -4.342 -5.421 -1.804 0.2277
H -2.755 -4.727 -1.385 0.2399
H -3.270 -4.834 -3.085 0.2206
H -5.704 0.520 1.099 0.2370
H -4.544 1.858 1.083 0.2489
H -4.536 0.730 2.452 0.2190
H -6.168 0.197 -4.934 0.1832
H -6.364 1.504 -3.730 0.1911
H -7.134 -0.066 -3.454 0.1812
H -0.818 -4.026 -4.030 0.1865
H -0.521 -2.278 -4.183 0.1774
H -2.186 -2.902 -4.237 0.1745
H -8.470 -3.516 -0.033 0.1926
H -7.169 -2.727 -0.953 0.1981
H -7.324 -2.434 0.798 0.1980
```